1.
ORCA calculation (ωB97M-V/def2-TZVPD) on the molecule C20H27N3O5S2.

```
! wB97M-V def2-TZVPD RIJCOSX def2/J DEFGRID3
* xyz 0 1
C 7.436 0.527 1.546
C 5.961 0.428 1.928
N 5.114 -0.174 0.918
C 4.932 -1.606 0.866
C 6.144 -2.415 0.406
S 5.026 0.610 -0.550
O 5.247 2.005 -0.304
O 5.822 -0.029 -1.564
C 3.300 0.362 -0.956
C 2.339 0.953 -0.159
C 0.998 0.787 -0.452
C 0.621 0.016 -1.552
N -0.712 -0.179 -1.919
C -1.832 0.123 -1.217
O -1.853 0.710 -0.155
C -3.130 -0.313 -1.900
N -4.068 -0.834 -0.935
C -5.073 -0.035 -0.368
C -6.170 -0.678 0.202
C -7.185 0.070 0.766
C -7.126 1.454 0.763
C -6.036 2.106 0.205
C -5.958 3.602 0.190
C -5.010 1.353 -0.354
S -3.419 -2.049 0.037
C -3.199 -1.313 1.671
O -4.359 -3.122 0.146
O -2.137 -2.354 -0.537
C 1.603 -0.573 -2.351
C 2.941 -0.399 -2.053
H 7.972 1.087 2.309
H 7.522 1.051 0.598
H 7.893 -0.453 1.447
H 5.833 -0.142 2.852
H 5.573 1.439 2.080
H 4.106 -1.772 0.169
H 4.609 -1.939 1.858
H 5.843 -3.443 0.217
H 6.923 -2.421 1.163
H 6.537 -1.986 -0.512
H 2.655 1.550 0.681
H 0.241 1.243 0.162
H -0.834 -0.773 -2.728
H -2.936 -1.108 -2.625
H -3.583 0.537 -2.416
H -6.206 -1.755 0.195
H -8.034 -0.431 1.206
H -7.928 2.029 1.202
H -6.352 3.987 -0.751
H -4.927 3.937 0.285
H -6.545 4.029 1.000
H -4.147 1.862 -0.753
H -2.666 -2.039 2.270
H -4.178 -1.110 2.086
H -2.621 -0.406 1.547
H 1.313 -1.169 -3.205
H 3.719 -0.839 -2.656
*
```

HOMO (eV): -8.82
SMILES string: CCN(CC)S(=O)(=O)c1ccc(NC(=O)CN(c2cccc(C)c2)S(C)(=O)=O)cc1
LUMO (eV): 0.46

2.
ORCA calculation (ωB97M-V/def2-TZVPD) on a structure of composition C20H27N6S2V.

```
! wB97M-V def2-TZVPD RIJCOSX def2/J DEFGRID3
* xyz -1 4
V -9.541 -15.818 8.819
C -11.265 -18.335 8.587
C -10.923 -18.075 10.037
N -9.589 -17.450 10.148
C -8.407 -18.413 10.230
C -7.912 -18.907 8.883
S -7.839 -17.580 7.588
C -9.011 -18.287 6.382
C -10.398 -17.699 6.408
N -10.831 -17.228 7.755
H -10.787 -19.280 8.312
H -12.358 -18.475 8.449
H -11.652 -17.477 10.596
H -10.964 -19.075 10.510
H -9.632 -17.071 11.099
H -7.650 -17.841 10.783
H -8.690 -19.173 10.969
H -6.875 -19.329 8.960
H -8.561 -19.768 8.553
H -8.620 -17.992 5.430
H -9.011 -19.370 6.410
H -10.374 -16.829 5.730
H -11.182 -18.391 6.041
H -11.646 -16.657 7.552
S -9.147 -14.383 6.910
C -7.520 -13.973 7.298
N -6.768 -13.121 6.570
N -7.073 -12.984 5.241
C -6.360 -12.035 4.549
C -5.694 -11.035 5.281
C -5.250 -9.855 4.627
C -5.422 -9.710 3.307
C -6.181 -10.666 2.595
C -6.709 -11.760 3.207
N -7.058 -14.350 8.482
N -7.999 -14.714 9.403
C -7.711 -14.426 10.734
C -8.440 -14.897 11.843
C -7.879 -14.878 13.106
C -6.595 -14.372 13.341
C -5.889 -13.859 12.270
C -6.415 -13.827 10.980
H -7.652 -13.653 4.706
H -5.543 -11.270 6.345
H -4.701 -9.083 5.210
H -4.897 -8.973 2.714
H -6.241 -10.568 1.540
H -7.432 -12.397 2.714
H -9.462 -15.241 11.705
H -8.362 -15.264 13.948
H -6.096 -14.527 14.329
H -4.887 -13.418 12.337
H -5.716 -13.666 10.118
C -11.002 -15.075 9.575
H -10.823 -14.157 10.142
H -11.986 -15.493 9.880
*
```

HOMO (alpha / beta) (eV): -2.31 / -2.99
Expectation value of S²: 3.912
LUMO (alpha / beta) (eV): 2.34 / 2.33

3.
ORCA calculation (ωB97M-V/def2-TZVPD) on the molecule C20H27NO5.

```
! wB97M-V def2-TZVPD RIJCOSX def2/J DEFGRID3
* xyz 0 1
C -0.910 2.367 -5.739
C 0.227 1.782 -4.912
C -0.092 1.809 -3.418
C 1.054 1.210 -2.606
C 0.830 1.149 -1.122
C -0.282 1.641 -0.519
C -0.524 1.535 0.887
C -1.633 2.042 1.514
C -1.872 1.868 2.907
O -2.711 2.448 3.568
C -1.024 0.719 3.559
C -1.132 0.716 5.076
O -1.699 -0.455 3.039
C -1.005 -1.534 2.733
O 0.201 -1.600 2.711
C -1.930 -2.688 2.414
C -2.513 -3.246 3.714
C 0.423 0.792 3.092
O 1.362 0.885 3.848
C 0.540 0.912 1.626
C 1.656 0.487 0.989
N 1.822 0.570 -0.356
C 2.975 -0.109 -0.908
C 2.722 -1.616 -1.027
O 1.788 -1.841 -2.058
C 1.397 -3.187 -2.163
H -1.826 1.801 -5.583
H -1.095 3.401 -5.457
H -0.666 2.340 -6.799
H 0.410 0.751 -5.223
H 1.140 2.352 -5.099
H -1.005 1.239 -3.241
H -0.266 2.843 -3.113
H 1.956 1.801 -2.802
H 1.234 0.192 -2.962
H -1.045 2.115 -1.112
H -2.345 2.637 0.963
H -2.179 0.752 5.364
H -0.623 1.592 5.468
H -0.662 -0.178 5.479
H -2.735 -2.325 1.775
H -1.361 -3.457 1.891
H -1.716 -3.594 4.367
H -3.078 -2.475 4.231
H -3.175 -4.080 3.498
H 2.454 0.035 1.558
H 3.225 0.291 -1.888
H 3.823 0.049 -0.236
H 3.668 -2.132 -1.252
H 2.333 -2.002 -0.072
H 0.930 -3.535 -1.235
H 0.677 -3.239 -2.976
H 2.255 -3.832 -2.391
*
```

HOMO (eV): -7.41
SMILES string: CCCCC1=CC2=CC(=O)[C@@](C)(OC(=O)CC)C(=O)C2=CN1CCOC
LUMO (eV): 0.34

4.
ORCA calculation (ωB97M-V/def2-TZVPD) on a structure of composition C20H28AsAuBF4N2O.

```
! wB97M-V def2-TZVPD RIJCOSX def2/J DEFGRID3
* xyz 1 3
Au -0.916 -0.419 0.495
O -0.551 1.934 -0.831
C -1.327 2.905 -0.164
C -2.395 2.331 0.738
C -3.562 3.045 0.958
C -4.497 2.572 1.861
C -4.241 1.389 2.535
C -3.077 0.713 2.252
N -2.178 1.174 1.369
H -1.120 1.465 -1.459
H -1.804 3.595 -0.861
H -0.632 3.485 0.446
H -3.727 3.965 0.414
H -5.418 3.114 2.029
H -4.942 0.978 3.247
H -2.851 -0.233 2.725
F -4.417 0.637 -0.977
B -3.574 -0.403 -1.267
F -3.166 -1.041 -0.017
F -4.088 -1.361 -2.100
F -2.339 0.101 -1.809
C 2.378 0.865 -1.491
C 2.664 0.008 -0.264
As 1.345 0.184 1.147
C 1.530 1.991 1.814
C 2.938 2.287 2.324
C 1.924 -0.968 2.612
C 3.355 -1.485 2.494
H 3.193 0.754 -2.206
H 2.293 1.923 -1.243
H 1.450 0.568 -1.979
H 3.620 0.262 0.195
H 2.696 -1.047 -0.525
H 0.782 2.103 2.600
H 1.253 2.658 0.998
H 3.209 1.647 3.164
H 2.993 3.319 2.669
H 3.688 2.166 1.543
H 1.214 -1.793 2.663
H 1.789 -0.382 3.522
H 3.487 -2.122 1.619
H 3.596 -2.082 3.373
H 4.082 -0.676 2.436
C -0.679 -2.787 -0.050
C -0.140 -2.711 -1.335
C -0.967 -2.490 -2.486
C -0.415 -2.408 -3.734
C 0.974 -2.550 -3.900
C 1.811 -2.798 -2.791
C 1.270 -2.875 -1.543
C 1.554 -2.453 -5.206
N 2.020 -2.376 -6.254
H -0.030 -3.108 0.759
H -1.748 -2.913 0.085
H -2.035 -2.384 -2.357
H -1.039 -2.236 -4.600
H 2.872 -2.935 -2.949
H 1.897 -3.102 -0.689
*
```

HOMO (alpha / beta) (eV): -10.70 / -13.07
Expectation value of S²: 2.045
LUMO (alpha / beta) (eV): -2.85 / -6.44

Listing strongest force on any atom for the structures above in their given order: 1.09 3.52 1.10 0.33 eV Å⁻¹.